A 2-piece molecular cluster, C2H9NS2 overall in a non-equilibrium geometry. Source: OMol25; level of theory: wB97M-V/def2-TZVPD.

Each line ends with the Mulliken charge.
Atoms and positions in Å:
S  1.97536  -1.15350  -0.60209  -0.18
S  3.22611  -0.06076  0.74458  -0.19
H  2.29418  -2.40487  -0.15368  0.17
H  3.20172  -1.00091  1.69562  0.16
C  -0.67694  0.44544  -1.27572  -1.01
C  -1.49308  0.78340  0.00610  -0.36
N  -1.04761  -0.15266  1.07993  -0.50
H  -1.24656  0.94154  -2.08411  0.34
H  -0.92196  -0.59878  -1.38804  0.27
H  0.32007  0.86722  -1.27160  0.28
H  -2.49553  0.46352  -0.21695  0.32
H  -1.47399  1.84131  0.27998  0.31
H  -0.06600  -0.02382  1.27956  0.19
H  -1.59577  0.05286  1.90641  0.21

Atomic forces in eV per Å
0.52 -0.53 0.68
-0.20 -0.48 -0.45
0.08 0.63 -0.31
-0.09 0.13 0.17
-2.71 1.74 0.31
1.30 -1.26 -0.06
-0.61 0.72 -0.40
0.48 -0.02 0.03
1.20 -0.53 -0.31
0.25 -0.67 -0.02
-0.66 0.29 -0.02
0.06 0.01 -0.02
0.10 0.09 0.17
0.28 -0.11 0.22

Calculated values
E_LUMO: 0.1 eV
strongest force on any atom: 3.2 eV/A
E_HOMO: -0.319 Ha
DFT total energy: -932.6836 a.u.
frontier orbital gap: 8.8 eV
spin multiplicity: 1